296
Properties=species:S:1:pos:R:3:mulliken_charge:R:1 method="wB97M-V/def2-TZVPD" spin_multiplicity=1 total_energy_ev=-144865.5299 total_charge=+2 gap_ev=8.21
C 1.02795 -1.38444 -3.67805 -0.947
C 2.18682 -2.16178 -2.96804 3.395
C 2.90549 -3.03051 -3.97561 -3.221
N 4.09990 -3.81931 -3.49898 0.640
C 5.18038 -2.86701 -3.02759 0.448
C 6.46182 -3.65494 -2.71206 -0.909
C 7.01227 -4.44213 -3.83269 -0.831
C 5.93541 -5.43187 -4.39239 -0.911
C 4.62679 -4.72026 -4.57679 -0.336
C 3.62042 -4.72628 -2.37503 -0.425
H 0.52499 -0.89362 -2.90489 -0.588
H 0.44094 -2.07957 -4.34155 0.239
H 1.43800 -0.57772 -4.32277 0.395
H 1.66122 -2.84374 -2.24461 -1.456
H 2.76563 -1.44646 -2.37665 0.301
H 3.17694 -2.42594 -4.85233 0.731
H 2.24189 -3.76978 -4.33778 1.048
H 5.39959 -2.06716 -3.78073 0.066
H 4.80954 -2.24744 -2.18279 -0.115
H 7.30215 -3.00746 -2.47407 0.471
H 6.28458 -4.29481 -1.90102 0.330
H 7.27086 -3.76557 -4.65158 0.281
H 7.97815 -4.90854 -3.52098 0.448
H 6.17620 -5.74928 -5.37936 0.494
H 5.98685 -6.38785 -3.80631 0.286
H 4.75434 -4.01709 -5.40749 0.472
H 3.77465 -5.42952 -4.80360 0.294
H 2.77354 -5.27729 -2.72516 -0.347
H 3.35851 -4.07288 -1.54584 -0.092
H 4.50937 -5.22547 -2.10674 1.076
C 4.75713 6.10453 3.36789 -1.111
C 4.02381 6.26061 4.77107 -0.628
C 2.81675 5.32705 4.60734 0.022
N 1.78138 5.30994 5.66950 0.371
C 0.91101 6.54289 5.77826 -0.517
C -0.07500 6.61965 4.60466 -0.970
C -0.87534 5.36855 4.43966 -0.587
C 0.02528 4.14017 4.31893 1.869
C 0.90368 4.07405 5.45048 -0.941
C 2.38120 5.09178 7.06614 -0.816
H 4.68080 6.98008 2.70868 0.351
H 4.39312 5.22669 2.87376 0.178
H 5.81377 5.93035 3.59102 0.361
H 3.82496 7.30409 4.83648 0.252
H 4.68712 5.95686 5.60869 0.514
H 3.07185 4.26733 4.29530 -0.256
H 2.34560 5.71859 3.69261 0.317
H 1.46673 7.48107 5.69943 0.328
H 0.36394 6.50243 6.71134 0.554
H 0.46266 6.86138 3.71166 0.378
H -0.78405 7.47015 4.79849 0.476
H -1.43582 5.58109 3.52529 0.201
H -1.55459 5.24987 5.33296 0.356
H 0.67721 4.21290 3.46455 -0.764
H -0.49301 3.19247 4.26832 -0.596
H 1.65072 3.30223 5.42975 -0.358
H 0.44154 3.93645 6.36501 0.952
H 3.23783 5.75187 7.14181 0.365
H 2.69003 4.06825 7.10279 0.232
H 1.62445 5.31223 7.79749 0.390
C 4.18062 -5.88285 5.11668 -1.563
C 3.46653 -5.64532 3.79663 0.394
C 2.33064 -6.63565 3.51115 -0.719
N 1.35947 -6.11216 2.43199 0.737
C 0.42769 -5.05750 2.94624 -1.166
C -0.63018 -4.64975 1.90735 0.780
C -0.04760 -4.20522 0.58819 1.785
C 0.98269 -5.23634 0.02215 -0.027
C 2.01401 -5.54481 1.15361 -0.348
C 0.46505 -7.27299 2.14333 -0.166
H 4.32980 -6.96382 5.20556 0.378
H 3.57489 -5.51427 5.92700 0.344
H 5.18221 -5.44402 5.23522 0.386
H 4.15375 -5.78251 2.90876 0.266
H 3.20327 -4.58414 3.63520 -0.145
H 1.77625 -6.78247 4.47766 0.349
H 2.81902 -7.55529 3.13196 0.358
H 1.04243 -4.16955 3.09950 -0.231
H -0.03850 -5.32509 3.85693 0.922
H -1.20501 -3.81060 2.40685 -0.853
H -1.38063 -5.45914 1.92142 -0.658
H 0.45194 -3.25046 0.83460 -0.377
H -0.79498 -4.03165 -0.18025 0.170
H 1.47795 -4.65516 -0.67768 -0.747
H 0.56844 -6.11135 -0.45873 0.155
H 2.44344 -4.57449 1.35700 -0.663
H 2.75450 -6.26602 0.87815 1.055
H -0.23844 -7.02189 1.32116 -0.762
H -0.01808 -7.61033 3.04113 0.492
H 1.07273 -8.10622 1.82155 0.582
C -2.80075 -8.29548 1.23351 -1.358
C -3.51235 -7.77317 -0.03946 -1.152
C -3.12441 -6.33496 -0.24217 1.300
N -4.22243 -5.46533 -0.89711 0.021
C -4.76097 -6.14658 -2.15202 -1.026
C -3.68271 -6.28788 -3.26476 -0.249
C -3.33625 -4.89110 -3.69129 -1.405
C -2.67953 -4.12550 -2.49850 1.166
C -3.70560 -4.06756 -1.34642 -0.182
C -5.36801 -5.26361 0.04822 -0.943
H -3.10056 -9.30218 1.42828 0.558
H -3.07766 -7.73489 2.11021 0.381
H -1.68196 -8.21725 1.12176 0.179
H -4.54720 -7.84995 0.20730 0.417
H -3.33447 -8.41205 -0.86673 0.433
H -2.18155 -6.22989 -0.83530 -0.303
H -3.09208 -5.87709 0.73000 0.003
H -5.14918 -7.10782 -1.83054 0.632
H -5.59118 -5.53897 -2.45647 0.634
H -2.75032 -6.76039 -2.87506 0.063
H -4.15715 -6.92431 -3.98084 0.434
H -2.54784 -4.92100 -4.49152 0.504
H -4.14713 -4.25136 -3.98485 0.593
H -1.83751 -4.71733 -2.15380 -1.044
H -2.26872 -3.18491 -2.80288 0.256
H -3.31850 -3.58340 -0.39498 -0.252
H -4.57632 -3.50776 -1.67083 0.683
H -5.82482 -6.20497 0.24868 0.472
H -6.14441 -4.62871 -0.35541 0.421
H -4.93533 -4.76051 0.93559 0.261
C -0.99439 -1.37153 -1.09439 -1.201
C -0.59564 0.07159 -0.62272 -0.071
C 0.53243 -0.15310 0.38081 1.611
N 1.45484 1.07250 0.61658 1.156
C 0.63497 2.36638 0.81267 -0.533
C 1.59673 3.57463 0.88697 0.353
C 2.65738 3.73195 -0.19275 -0.686
C 3.35602 2.44822 -0.47201 -0.931
C 2.33946 1.32795 -0.58624 0.234
C 2.31419 0.74727 1.85299 -0.512
H -1.57813 -1.88303 -0.31256 0.587
H -0.09230 -2.01802 -1.22105 -0.379
H -1.58063 -1.39232 -2.02131 0.907
H -1.47130 0.61684 -0.24321 -0.187
H -0.22229 0.62709 -1.45824 0.146
H 1.26034 -0.98478 0.10021 -0.764
H 0.18603 -0.41492 1.35700 -0.586
H 0.05902 2.34169 -0.08051 0.632
H -0.09683 2.26508 1.61002 -0.342
H 0.99578 4.46284 0.87492 1.165
H 2.05093 3.50958 1.85066 -0.854
H 2.18181 4.07726 -1.12238 0.044
H 3.38756 4.52955 0.02238 0.595
H 3.92212 2.44430 -1.45103 -0.132
H 4.08387 2.28186 0.23642 0.613
H 1.67639 1.43136 -1.44607 0.037
H 2.88371 0.42603 -0.77964 -0.193
H 3.20259 1.32977 1.87349 0.756
H 2.46093 -0.29077 1.85107 -0.331
H 1.76657 1.09409 2.73986 -0.364
C -4.35324 0.17458 0.19114 -0.593
C -5.65171 0.91951 0.50020 0.656
C -5.57375 2.32481 -0.06977 2.097
O -6.61524 3.10469 0.46768 -0.545
C -6.44036 3.31216 1.85019 -0.950
N -6.84813 0.19669 -0.10722 -0.636
H -7.57679 0.89569 -0.32803 0.165
H -6.39407 0.03341 -1.89021 0.322
H -7.23392 -0.44300 0.59133 0.268
H -4.51388 -0.87499 0.43766 0.342
H -3.54427 0.55928 0.77279 -0.482
H -4.10280 0.21352 -0.89704 0.194
H -5.74231 0.95295 1.57942 0.700
H -5.76108 2.27209 -1.11465 -1.354
H -4.63552 2.78313 0.29247 -0.936
H -5.43484 3.81354 2.00908 0.204
H -6.54780 2.44091 2.47514 0.251
H -7.13466 4.09974 2.13160 0.476
C -9.92451 4.03366 -2.35448 -1.374
C -8.76045 4.98374 -2.29694 0.306
C -8.92393 6.08633 -1.19667 -0.732
O -7.74867 6.60792 -0.64967 -0.338
C -7.00609 7.47450 -1.53106 -0.902
N -7.57172 4.15768 -1.98605 0.440
H -7.28429 3.32449 -2.48301 0.160
H -6.66668 4.65409 -2.03087 0.157
H -7.55541 3.91747 -0.98626 0.299
H -9.91804 3.35716 -1.43687 0.271
H -9.88987 3.35926 -3.23459 0.352
H -10.91255 4.45856 -2.28302 0.401
H -8.62306 5.34392 -3.29396 0.400
H -9.53020 5.62817 -0.39897 0.380
H -9.46592 6.88372 -1.70550 0.449
H -7.65327 8.17121 -1.86539 0.474
H -6.59301 6.96530 -2.33040 0.360
H -6.23996 7.95228 -0.91344 0.212
C 0.67093 -2.20587 5.28464 -2.059
C -0.07749 -0.87912 5.39673 1.222
C 0.85413 0.22891 5.77016 -0.346
O 0.10436 1.39328 6.12383 0.345
C 0.08159 1.80620 7.52047 -1.170
N -0.83849 -0.59541 4.09563 1.867
H -1.68383 -1.08051 4.01430 0.176
H -1.02228 0.44559 3.90424 -0.346
H -0.22987 -0.88681 3.40572 -0.706
H 0.06685 -2.90692 4.82276 0.375
H 1.01398 -2.49967 6.26914 0.633
H 1.56529 -2.02278 4.70918 0.403
H -0.82707 -0.89542 6.17857 0.308
H 1.59581 0.48824 4.95772 -0.790
H 1.54906 -0.10290 6.63295 0.554
H -0.10226 0.92340 8.23723 0.296
H -0.67663 2.53901 7.70256 0.310
H 1.08370 2.18908 7.73768 0.339
C 4.84766 6.12542 -5.18183 -1.535
C 5.97540 5.44346 -4.51800 0.221
C 5.47940 5.21753 -3.04314 -0.031
O 6.43522 4.63759 -2.16993 -0.295
C 7.46643 5.53953 -1.71855 -0.864
N 6.20374 4.13275 -5.11359 -0.585
H 7.01052 3.64065 -4.76836 0.290
H 4.97517 2.69958 -5.02907 0.286
H 6.24462 4.22568 -6.13069 0.213
H 5.07235 6.52044 -6.22537 0.363
H 4.36847 6.99716 -4.72654 0.421
H 4.04864 5.41416 -5.27791 0.318
H 6.95720 5.90739 -4.48830 0.417
H 4.73938 4.43068 -3.22783 -0.324
H 5.03276 6.22383 -2.82792 0.460
H 7.89409 5.10630 -0.77888 0.269
H 7.07680 6.56663 -1.55052 0.343
H 8.30026 5.52455 -2.41195 0.309
C 1.50317 3.48761 -4.72610 -1.370
C 0.17779 3.51213 -5.43844 0.281
C 0.13863 2.58745 -6.65706 -0.863
O -0.18715 1.28967 -6.23467 -0.040
C -0.27724 0.33174 -7.28662 -0.871
N -0.92690 3.20027 -4.47666 -0.529
H -0.88827 2.20550 -4.35326 0.137
H -1.55138 3.62375 -2.78312 0.506
H -1.80251 3.16844 -5.04711 0.186
H 1.69721 2.61794 -4.11212 0.036
H 1.65935 4.35545 -4.14979 0.725
H 2.24843 3.32268 -5.47968 0.260
H -0.02492 4.52583 -5.82312 0.329
H 1.17667 2.62931 -7.09111 0.283
H -0.67252 2.98880 -7.40969 0.449
H -0.56340 -0.67661 -6.88273 0.165
H 0.68643 0.07396 -7.84915 0.264
H -1.07838 0.70694 -7.91562 0.405
C -3.49991 4.92903 -0.63223 -0.547
C -3.12790 4.02768 -1.79019 0.689
O -3.89376 3.54383 -2.54221 -0.498
O -1.78062 3.94528 -1.81538 -0.312
H -3.13142 5.97736 -0.84678 0.459
H -2.95576 4.46809 0.20667 -0.058
H -4.57064 4.95658 -0.47290 -0.051
C -5.00118 -2.25848 3.88679 -1.245
C -3.74180 -2.83430 3.16677 0.340
O -3.73558 -3.52595 2.12083 -0.511
O -2.63915 -2.55286 3.80072 -0.828
H -4.84597 -2.60465 4.91341 0.404
H -5.89943 -2.69783 3.42624 0.272
H -4.89095 -1.19039 3.87489 0.123
C -3.76710 2.17107 4.20251 -1.325
C -2.73427 2.36959 3.15026 -0.577
O -3.10786 3.12702 2.24717 -0.310
O -1.61416 1.73968 3.10804 0.502
H -4.73591 2.21938 3.75972 0.162
H -3.79511 3.00685 4.90083 0.241
H -3.55203 1.28801 4.84268 0.243
C 4.73241 -1.98361 1.85044 -1.785
C 3.35798 -2.34131 1.22668 0.661
O 3.20116 -2.23008 -0.04257 -0.391
O 2.47477 -2.63635 2.08891 -0.323
H 4.62620 -1.09582 2.47678 0.176
H 5.44178 -1.63662 1.13486 0.326
H 5.16566 -2.77703 2.38176 0.490
C 0.52895 -7.22043 -4.38675 -1.356
C 0.15948 -6.31480 -3.13954 0.489
O -0.72684 -6.85295 -2.43409 -0.774
O 0.71653 -5.21491 -3.03692 -0.380
H 1.52278 -6.93038 -4.75680 0.230
H -0.08667 -6.88762 -5.25643 0.289
H 0.47815 -8.25731 -4.16812 0.366
C -4.96629 1.13781 -4.62284 -1.066
C -6.03493 1.19797 -3.52016 0.753
O -6.95077 2.03151 -3.41795 -0.832
O -5.82732 0.17046 -2.72031 -0.243
H -4.05664 0.65384 -4.41354 0.246
H -4.73049 2.21526 -4.79966 0.268
H -5.38659 0.67774 -5.53196 0.402
C 6.31701 0.92269 -3.78766 -0.587
C 5.01234 0.79827 -4.52402 0.638
O 4.49588 -0.31817 -4.57559 -0.537
O 4.52594 1.83333 -5.20047 -0.380
H 6.49271 2.00684 -3.57229 -0.051
H 7.13396 0.64572 -4.45635 0.406
H 6.33496 0.30138 -2.87619 0.229
C 5.29957 1.27743 5.37636 -1.452
C 3.88495 1.88564 5.40276 0.735
O 3.20210 2.08245 4.36404 -0.578
O 3.46942 2.03044 6.56402 -0.694
H 5.51360 0.89468 4.31275 0.171
H 5.35109 0.38486 6.07526 0.347
H 6.00963 2.00112 5.82332 0.347